1.
The following is a DFT calculation (ωB97M-V with the def2-TZVPD basis set) of a 9-piece molecular cluster, C45H116N8O14 overall at a distorted geometry.

The geometry in XYZ format:
```
183
Properties=species:S:1:pos:R:3:mulliken_spin:R:1
C 1.04 0.37 1.00 0.000
C 0.21 1.37 0.22 0.000
C -1.24 1.50 0.70 0.000
O 0.79 2.62 0.29 0.000
H 0.80 -0.67 0.77 0.000
H 0.98 0.58 2.07 0.000
H 2.10 0.43 0.78 0.000
H 0.30 1.13 -0.84 0.000
H -1.33 2.08 1.62 0.000
H -1.67 0.53 0.96 0.000
H -1.82 2.10 0.00 0.000
H 1.45 2.74 -0.39 0.000
C -6.89 3.22 -0.47 0.000
C -5.51 2.59 -0.31 0.000
C -5.53 1.05 -0.25 0.000
O -4.20 0.65 0.10 0.000
C -4.00 -0.79 0.05 0.000
N -4.73 2.98 -1.47 0.000
H -7.51 3.01 0.40 0.000
H -7.36 2.91 -1.40 0.000
H -6.82 4.30 -0.58 0.000
H -5.17 2.93 0.67 0.000
H -5.86 0.68 -1.22 0.000
H -6.24 0.83 0.55 0.000
H -4.39 -1.34 -0.81 0.000
H -4.37 -1.07 1.03 0.000
H -2.95 -1.04 0.20 0.000
H -4.55 3.98 -1.45 0.000
H -3.82 2.59 -1.28 0.000
C -4.07 0.69 -6.38 0.000
C -2.74 0.50 -5.71 0.000
C -2.85 -0.21 -4.37 0.000
O -1.56 -0.35 -3.82 0.000
C -1.55 -0.53 -2.46 0.000
N -1.89 -0.19 -6.66 0.000
H -4.03 0.81 -7.46 0.000
H -4.69 1.46 -5.91 0.000
H -4.65 -0.23 -6.39 0.000
H -2.32 1.47 -5.46 0.000
H -3.41 -1.15 -4.36 0.000
H -3.46 0.41 -3.71 0.000
H -1.99 0.25 -1.83 0.000
H -0.54 -0.66 -2.08 0.000
H -2.15 -1.39 -2.15 0.000
H -2.31 -1.09 -6.83 0.000
H -1.10 -0.45 -6.09 0.000
C -5.24 0.96 3.47 0.000
C -4.55 0.51 4.75 0.000
C -3.54 1.57 5.26 0.000
O -2.36 1.58 4.39 0.000
C -1.23 2.22 4.76 0.000
N -5.55 0.26 5.74 0.000
H -6.05 1.66 3.67 0.000
H -5.68 0.08 3.00 0.000
H -4.53 1.38 2.75 0.000
H -4.09 -0.43 4.46 0.000
H -3.32 1.19 6.25 0.000
H -3.94 2.58 5.39 0.000
H -0.33 1.92 4.21 0.000
H -0.95 2.00 5.79 0.000
H -1.21 3.30 4.63 0.000
H -5.16 -0.27 6.51 0.000
H -6.29 -0.33 5.38 0.000
C 3.77 -5.33 5.55 0.001
O 4.90 -4.54 5.20 0.010
C 4.87 -3.31 5.90 0.102
C 6.07 -2.38 5.46 0.006
N 6.13 -2.18 3.99 0.777
C 5.12 -1.26 3.48 0.009
C 5.28 -1.07 1.98 0.036
O 4.93 -2.20 1.22 0.003
C 5.18 -2.06 -0.14 -0.001
H 3.73 -5.35 6.64 0.001
H 3.71 -6.25 4.97 0.000
H 2.86 -4.82 5.23 -0.001
H 4.97 -3.55 6.96 0.001
H 3.95 -2.78 5.66 0.002
H 6.93 -2.90 5.87 0.020
H 5.97 -1.41 5.95 -0.002
H 6.08 -3.07 3.50 -0.017
H 5.42 -0.29 3.87 0.006
H 4.12 -1.61 3.73 0.046
H 6.26 -0.66 1.73 -0.001
H 4.63 -0.25 1.67 0.001
H 4.69 -1.20 -0.61 0.000
H 5.07 -3.00 -0.67 0.000
H 6.25 -1.89 -0.27 0.000
C 2.23 -1.97 -2.52 0.000
O 1.81 -3.17 -3.12 0.000
C 1.62 -4.22 -2.13 0.000
C 1.52 -5.58 -2.85 0.000
N 2.88 -5.83 -3.34 0.000
C 2.90 -7.04 -4.22 0.000
C 4.03 -7.09 -5.27 0.000
O 4.23 -5.82 -5.94 0.000
C 5.32 -5.94 -6.87 0.000
H 1.50 -1.57 -1.81 0.000
H 2.38 -1.21 -3.29 0.000
H 3.13 -2.11 -1.93 0.000
H 0.70 -4.04 -1.59 0.000
H 2.38 -4.26 -1.34 0.000
H 0.83 -5.53 -3.69 0.000
H 1.26 -6.40 -2.18 0.000
H 3.10 -5.02 -3.90 0.000
H 1.98 -7.10 -4.79 0.000
H 2.76 -7.99 -3.71 0.000
H 3.78 -7.86 -6.00 0.000
H 5.00 -7.30 -4.82 0.000
H 5.52 -4.97 -7.33 0.000
H 5.02 -6.62 -7.67 0.000
H 6.25 -6.32 -6.45 0.000
C 2.40 2.12 5.73 0.000
O 2.01 3.03 4.76 0.000
C 2.84 3.01 3.59 -0.001
C 2.44 4.25 2.69 0.000
N 2.95 5.54 3.08 0.000
C 2.49 6.56 2.15 0.000
C 3.19 7.96 2.35 0.000
O 2.82 8.84 1.31 0.000
C 3.63 10.01 1.28 0.000
H 2.08 1.10 5.50 0.000
H 1.85 2.36 6.64 0.000
H 3.47 2.12 5.95 0.000
H 2.75 2.05 3.07 0.001
H 3.88 3.16 3.86 0.000
H 1.35 4.26 2.70 0.000
H 2.71 4.01 1.66 0.000
H 2.62 5.78 4.00 0.000
H 1.41 6.63 2.27 0.000
H 2.62 6.24 1.11 0.000
H 4.27 7.83 2.48 0.000
H 2.85 8.28 3.34 0.000
H 4.70 9.81 1.18 0.000
H 3.52 10.51 2.24 0.000
H 3.28 10.75 0.56 0.000
C -6.56 -1.72 -3.43 0.000
O -6.29 -2.76 -2.47 0.000
C -7.22 -2.89 -1.36 0.000
C -6.81 -4.06 -0.41 0.000
N -5.60 -3.64 0.32 0.000
C -4.81 -4.75 0.83 0.000
C -3.52 -4.22 1.41 0.000
O -2.65 -3.75 0.35 0.000
C -1.49 -3.19 0.94 0.000
H -6.70 -0.77 -2.91 0.000
H -7.42 -1.89 -4.07 0.000
H -5.67 -1.55 -4.04 0.000
H -8.17 -3.12 -1.85 0.000
H -7.31 -2.01 -0.72 0.000
H -6.57 -5.00 -0.90 0.000
H -7.61 -4.23 0.31 0.000
H -4.96 -3.05 -0.20 0.000
H -4.62 -5.59 0.16 0.000
H -5.31 -5.25 1.66 0.000
H -3.18 -5.09 1.97 0.000
H -3.81 -3.42 2.09 0.000
H -1.00 -2.80 0.04 0.000
H -0.87 -3.90 1.47 0.000
H -1.71 -2.32 1.56 0.000
C 6.64 1.54 -0.73 0.000
O 5.40 1.25 -1.35 0.000
C 4.52 2.41 -1.40 0.000
C 3.31 2.04 -2.22 0.000
N 2.36 3.07 -2.16 0.000
C 1.19 2.83 -3.05 0.000
C 0.19 3.96 -2.84 0.000
O -0.82 3.83 -3.73 0.000
C -1.98 4.64 -3.46 0.000
H 7.13 0.60 -0.50 0.000
H 6.66 1.96 0.28 0.000
H 7.26 2.18 -1.35 0.000
H 4.94 3.37 -1.70 0.000
H 4.23 2.61 -0.37 0.000
H 2.88 1.10 -1.89 0.000
H 3.61 1.82 -3.25 0.000
H 2.73 3.96 -2.45 0.000
H 0.67 1.90 -2.83 0.000
H 1.52 2.79 -4.09 0.000
H 0.68 4.90 -3.09 0.000
H -0.09 4.10 -1.79 0.000
H -2.66 4.51 -4.31 0.000
H -1.76 5.69 -3.31 0.000
H -2.27 4.27 -2.48 0.000
```

LUMO (alpha / beta)	-2.463 / -7.822	eV
DFT total energy	-89112.74189	eV
net charge	+1
HOMO energy (alpha / beta)	-10.027 / -10.027	eV
frontier orbital gap (alpha / beta)	7.6 / 2.2	eV
multiplicity	2
strongest force on any atom	4.079	eV Å⁻¹

***

2.
The following is a DFT calculation (ωB97M-V with the def2-TZVPD basis set) of C45H123N5O19 as an isolated structure at a distorted geometry.

The geometry in XYZ format:
```
192
Properties=species:S:1:pos:R:3:lowdin_charge:R:1
O -2.63 -3.27 0.32 0.049
H -3.33 -3.12 0.94 -0.059
H -2.95 -2.92 -0.51 -0.113
O -3.52 -3.38 2.10 0.037
H -4.10 -3.77 2.76 0.146
H -2.90 -4.08 1.89 0.094
O 1.27 -3.37 -2.67 -0.057
H 2.12 -2.94 -2.72 0.014
H 1.05 -3.35 -1.74 -0.053
O 1.52 -1.38 5.18 -0.058
H 0.71 -1.03 4.80 -0.312
H 2.11 -0.63 5.20 0.027
O 2.07 -0.24 -2.73 -0.148
H 2.02 -0.25 -3.69 0.144
H 2.17 -1.16 -2.49 0.013
O -0.30 -1.04 4.63 0.070
H -1.00 -1.64 4.89 0.125
H -0.76 -0.27 4.29 0.076
O 1.55 -5.06 3.54 -0.050
H 1.50 -5.19 2.59 -0.276
H 2.10 -5.78 3.84 0.117
O -2.07 -5.28 0.42 -0.070
H -2.22 -4.34 0.33 -0.190
H -1.76 -5.39 1.32 0.035
O -0.29 -4.90 -0.91 -0.067
H 0.55 -4.67 -0.51 -0.185
H -0.85 -4.13 -0.76 -0.146
O 2.85 -1.99 -1.53 -0.084
H 3.50 -1.30 -1.63 0.068
H 2.97 -2.32 -0.65 0.103
O 1.21 -3.79 -0.39 0.011
H 2.05 -3.55 0.00 0.121
H 0.64 -3.04 -0.23 -0.124
O -0.09 -4.26 4.73 -0.031
H 0.68 -4.35 4.16 -0.120
H -0.79 -3.98 4.15 0.014
O 3.41 -0.13 3.47 0.007
H 3.09 -0.26 2.58 -0.034
H 4.28 0.26 3.36 0.066
O 1.76 -5.61 1.69 0.133
H 2.37 -6.34 1.55 0.174
H 1.02 -5.79 1.12 0.144
C -0.79 1.18 2.42 -0.073
C -0.64 2.71 2.48 -0.353
C 0.83 2.98 3.09 -0.170
C 1.36 4.38 3.09 -0.118
C 1.15 4.94 1.69 -0.150
C -0.23 4.71 1.01 -0.379
N -0.60 3.26 1.14 -0.137
O -1.79 2.99 0.46 0.018
C -1.23 5.70 1.55 -0.008
C 0.04 5.03 -0.47 -0.167
C -1.68 3.14 3.57 -0.014
H -1.74 0.94 1.95 0.101
H -0.90 0.72 3.40 0.084
H 0.01 0.62 1.93 0.025
H 0.92 2.53 4.08 0.146
H 1.54 2.41 2.49 -0.112
H 2.39 4.41 3.46 0.120
H 0.75 4.92 3.82 0.108
H 1.93 4.39 1.16 0.013
H 1.37 6.00 1.72 0.149
H -0.87 6.70 1.30 0.088
H -2.27 5.66 1.24 0.092
H -1.21 5.69 2.64 0.071
H -0.83 4.88 -1.11 0.092
H 0.35 6.07 -0.57 0.162
H 0.93 4.46 -0.72 0.082
H -1.85 2.47 4.41 0.076
H -2.72 3.24 3.24 0.083
H -1.30 4.02 4.08 0.066
H -1.44 2.33 -0.13 0.064
C 0.07 4.97 -2.30 -0.119
C 0.17 3.43 -2.62 -0.271
C 0.33 2.65 -1.30 -0.119
C 0.17 1.11 -1.40 -0.188
C -1.22 0.79 -1.90 -0.271
C -1.53 1.51 -3.25 -0.298
N -1.14 2.98 -3.23 -0.054
O -1.39 3.55 -4.48 -0.022
C -0.81 0.77 -4.32 -0.006
C -3.10 1.36 -3.47 -0.034
C 1.43 3.10 -3.51 0.028
H -0.21 5.48 -3.22 0.104
H 1.03 5.42 -2.03 0.120
H -0.63 5.26 -1.52 -0.032
H 1.35 2.79 -0.94 -0.024
H -0.27 3.12 -0.51 0.083
H 0.29 0.57 -0.47 0.067
H 0.91 0.64 -2.06 0.047
H -1.97 0.96 -1.12 0.134
H -1.23 -0.27 -2.11 0.068
H -1.17 -0.23 -4.57 0.100
H -0.87 1.29 -5.28 0.102
H 0.26 0.72 -4.10 0.088
H -3.53 0.36 -3.41 0.038
H -3.74 1.78 -2.70 0.097
H -3.42 1.88 -4.37 0.096
H 2.29 3.73 -3.29 0.110
H 1.22 3.24 -4.57 0.105
H 1.84 2.11 -3.33 0.029
H -2.26 3.96 -4.39 0.103
C 3.59 4.32 1.09 -0.027
C 3.27 2.86 0.51 -0.260
C 2.70 3.12 -0.92 -0.118
C 2.49 1.81 -1.67 -0.197
C 3.85 1.09 -1.82 -0.031
C 4.70 0.85 -0.50 -0.406
N 4.49 2.00 0.42 -0.085
O 5.00 1.79 1.70 -0.011
C 4.25 -0.45 0.13 -0.017
C 6.22 0.84 -0.87 -0.019
C 2.10 2.24 1.37 -0.036
H 4.43 4.83 0.63 0.094
H 3.90 4.28 2.14 0.083
H 2.72 4.96 1.09 0.019
H 1.70 3.56 -0.95 0.049
H 3.45 3.67 -1.47 0.149
H 2.00 1.95 -2.63 -0.025
H 1.72 1.24 -1.14 0.077
H 4.45 1.66 -2.52 0.131
H 3.58 0.11 -2.22 0.081
H 3.18 -0.65 0.19 -0.008
H 4.59 -1.35 -0.38 0.101
H 4.67 -0.63 1.12 0.105
H 6.49 0.25 -1.74 0.084
H 6.52 1.86 -1.13 0.082
H 6.80 0.58 0.01 0.076
H 2.30 2.26 2.44 0.110
H 2.05 1.16 1.23 0.065
H 1.14 2.76 1.34 0.104
H 5.86 2.23 1.72 0.111
C -1.07 -0.10 0.06 -0.097
C 0.22 -0.98 -0.07 -0.196
C 1.45 -0.32 0.61 -0.075
C 1.43 -0.26 2.18 -0.136
C 1.14 -1.70 2.56 -0.068
C 0.04 -2.59 1.92 -0.220
N 0.01 -2.32 0.46 -0.037
O -0.87 -3.11 -0.22 -0.007
C 0.29 -4.12 2.23 -0.009
C -1.32 -2.12 2.54 0.024
C 0.67 -1.07 -1.61 -0.034
H -1.29 0.44 -0.86 -0.126
H -0.99 0.73 0.77 0.072
H -2.02 -0.59 0.25 0.098
H 2.36 -0.70 0.13 0.044
H 1.45 0.74 0.35 0.087
H 0.59 0.35 2.48 0.031
H 2.34 0.08 2.67 -0.004
H 0.90 -1.60 3.61 0.058
H 2.09 -2.18 2.81 0.140
H 1.19 -4.52 1.76 -0.001
H 0.33 -4.31 3.30 -0.008
H -0.56 -4.69 1.84 0.105
H -1.51 -1.04 2.57 0.082
H -2.18 -2.67 2.16 0.033
H -1.46 -2.39 3.59 0.073
H 1.10 -0.10 -1.85 -0.046
H -0.18 -1.35 -2.23 0.118
H 1.50 -1.77 -1.72 -0.001
H -1.73 -2.93 0.16 -0.230
C -4.63 -3.42 -3.44 0.008
C -3.50 -3.23 -2.31 -0.372
C -2.21 -2.57 -2.81 -0.050
C -2.38 -1.05 -2.97 -0.192
C -2.82 -0.41 -1.66 -0.232
C -4.09 -1.04 -0.99 -0.321
N -3.89 -2.55 -1.07 -0.088
O -4.91 -3.27 -0.45 0.068
C -4.08 -0.63 0.49 0.013
C -5.37 -0.60 -1.73 -0.005
C -3.06 -4.70 -1.94 0.005
H -4.40 -4.02 -4.33 0.091
H -4.96 -2.45 -3.81 0.045
H -5.56 -3.69 -2.93 0.071
H -1.41 -2.71 -2.09 0.107
H -1.88 -2.92 -3.79 0.148
H -3.17 -0.84 -3.68 0.117
H -1.38 -0.65 -3.18 0.057
H -3.21 0.57 -1.95 0.073
H -2.13 -0.15 -0.85 -0.017
H -3.45 -1.18 1.19 0.075
H -4.00 0.46 0.57 0.110
H -5.09 -0.67 0.91 0.093
H -5.45 -0.80 -2.80 0.078
H -6.30 -0.93 -1.26 0.083
H -5.52 0.47 -1.66 0.091
H -2.34 -4.90 -1.15 0.039
H -2.69 -5.33 -2.75 0.112
H -3.94 -5.20 -1.54 0.092
H -5.68 -3.06 -0.98 0.100
```

LUMO	0.161	eV
DFT total energy	-94894.74864	eV
relative energy (zero: lowest compared OMol25 entry of this formula, charge and spin)	2568.6	kcal per mole
HOMO energy	-6.810	eV
frontier orbital gap	7.0	eV
strongest force on any atom	19.576	eV Å⁻¹

***

Q: Which value of strongest force on any atom does entry 1 give?
A: 4.079 eV Å⁻¹

***

Q: Which of these has the lowest DFT total energy?
A: C45H123N5O19

***

Q: Which of these has the highest strongest force on any atom?
A: C45H123N5O19